The following is a DFT calculation (ωB97M-V/def2-TZVPD) of a structure of composition C46H54FN3O6PPdS2.

Summary:
Net charge: -1

```
114
Properties=species:S:1:pos:R:3:forces:R:3
H -2.954 6.808 1.916 -0.064 -0.131 -0.168
C 6.760 3.185 1.563 0.063 0.190 -0.063
C -0.504 -0.638 -4.757 0.091 0.125 -0.204
C -1.437 -1.928 1.263 0.301 0.288 -0.274
H -0.474 -0.477 -6.906 0.043 0.081 -0.005
H 7.532 -4.278 -0.602 0.034 -0.064 0.014
C -2.050 -3.187 -1.606 -0.498 -0.592 -0.647
C 1.026 -0.585 -4.677 -0.047 0.063 0.194
C -1.333 -2.036 -1.258 0.162 0.314 0.720
C 5.202 1.442 0.093 -0.159 -0.173 -0.295
C -1.918 -2.446 3.950 0.763 0.805 -0.052
C -0.753 -1.175 2.286 0.465 0.597 -0.915
H -4.723 -4.490 1.675 -0.077 0.046 -0.115
H -0.825 1.169 -3.602 -0.025 0.082 -0.001
C -2.350 5.433 0.554 -0.178 0.022 -0.281
C -4.077 -5.130 2.273 0.114 0.165 0.179
F -6.417 4.875 -0.042 0.169 0.076 0.109
C -3.461 -4.353 3.439 -0.138 -0.079 -0.020
C -1.039 -1.534 -3.651 -0.364 -0.346 -0.927
C 5.170 -1.239 -0.726 -0.357 0.261 -0.130
C -1.110 0.759 -4.568 0.024 -0.037 0.101
S 3.880 0.803 -2.713 -0.004 0.037 -0.003
H 6.904 4.332 -0.241 0.054 0.108 -0.033
H -0.470 -2.138 -6.326 0.010 -0.145 -0.099
C 6.238 2.051 2.164 0.002 -0.113 0.182
C -2.284 -3.506 -2.927 -0.241 -0.397 1.287
H -2.405 -3.849 -0.834 -0.003 -0.026 0.020
H -3.759 -4.165 -5.219 -0.038 0.048 -0.132
C -1.800 -2.652 -3.919 0.714 1.039 -0.085
H -0.648 1.206 3.512 -0.007 0.130 0.019
O 0.109 -0.259 1.957 -0.624 -0.752 0.049
C -3.050 -4.779 -3.260 -0.082 -0.215 -0.008
C 5.720 2.573 -0.510 -0.009 -0.046 -0.110
H -5.197 -3.096 3.755 -0.089 0.064 -0.033
H -3.176 -6.173 4.590 -0.086 -0.117 0.054
H 1.432 0.017 -5.487 0.012 0.063 -0.167
H -2.170 -5.915 -1.616 0.007 -0.015 0.123
H -2.785 -6.910 -2.937 -0.060 -0.116 -0.010
N -3.316 6.134 1.251 -0.084 0.176 0.261
C -2.576 -3.208 2.974 -0.254 -0.305 -1.166
H 1.498 -1.654 4.684 0.080 -0.094 0.037
H 1.611 -0.027 5.371 0.027 0.054 0.128
C 6.867 -3.427 -0.641 0.051 -0.072 0.032
H 1.353 -0.147 -3.739 0.115 -0.036 -0.089
C -0.892 0.858 4.512 0.048 -0.026 -0.085
H -2.182 -4.825 5.136 0.071 0.001 0.137
C -2.055 2.168 -0.697 1.108 1.665 0.066
H -0.918 4.029 -0.893 -0.281 0.077 -0.072
C -0.883 -1.147 -6.152 -0.008 0.038 0.311
H -4.976 -3.828 -3.014 -0.097 0.070 -0.010
C -0.746 -1.029 6.132 -0.010 0.017 -0.264
C -4.592 -3.803 4.318 0.120 -0.085 -0.121
H -0.421 -2.054 6.306 0.004 -0.104 0.085
H -2.228 -5.064 -5.247 0.042 -0.001 -0.141
O -1.174 5.652 0.710 0.408 0.083 0.176
H -2.198 0.701 -4.611 -0.055 0.069 -0.017
O -5.411 6.805 1.799 -0.272 0.045 0.080
H 6.637 -0.328 -1.979 0.053 0.010 -0.058
C -4.703 6.073 1.143 0.277 -0.216 -0.209
C 6.378 -1.212 -1.411 0.062 0.023 -0.021
H 7.357 3.876 2.142 0.066 0.045 0.041
C -5.097 5.066 0.177 0.059 -0.326 -0.345
C -1.030 -1.439 3.651 -0.286 -0.361 0.734
C -2.362 -2.910 1.645 -0.380 -0.627 0.662
C -0.379 -0.573 4.717 0.057 0.088 0.184
S 2.581 0.100 0.480 0.292 0.128 -0.088
C 7.226 -2.302 -1.367 0.094 0.039 -0.008
H -4.193 -3.289 5.189 -0.016 0.068 0.128
H -0.444 1.536 5.237 0.059 0.070 0.120
H 5.498 2.760 -1.552 -0.023 0.007 -0.040
C 4.809 -2.363 -0.002 -0.069 0.179 0.013
C 5.462 1.175 1.432 0.063 0.044 -0.097
C 1.149 -0.626 4.588 -0.042 0.054 -0.133
N -1.073 -1.575 -0.004 -0.327 -0.094 -0.230
C -2.590 -5.319 4.258 -0.119 0.103 -0.121
H -0.249 -0.390 6.861 0.034 0.062 0.010
H -1.975 0.882 4.630 -0.090 0.063 0.047
C 5.663 -3.453 0.040 0.061 -0.165 0.079
H 6.426 1.853 3.210 0.042 -0.001 0.071
H 1.440 -1.591 -4.750 0.093 -0.069 -0.041
C -1.936 3.706 -1.109 0.590 -1.358 -0.248
H -2.156 3.792 -2.173 -0.033 0.134 -0.036
Pd 0.256 -0.127 -0.012 0.480 0.104 -0.154
H -1.963 -1.177 -6.279 -0.157 -0.050 -0.097
H 5.034 0.293 1.885 0.006 -0.055 0.124
H -3.750 -5.910 -4.965 -0.027 -0.042 0.025
H -4.489 3.568 -1.205 0.048 -0.071 -0.026
O 0.062 -0.254 -1.994 -0.666 -0.979 -0.084
P 4.142 0.284 -0.850 -0.345 -0.041 0.421
H -1.820 -0.960 6.303 -0.111 -0.022 0.085
O -1.040 1.785 -0.075 0.386 -0.061 0.347
C -2.275 -5.979 -2.696 -0.113 0.101 -0.094
H -2.918 -3.424 0.885 -0.079 -0.133 -0.057
H -4.405 -4.631 -1.556 -0.005 0.005 0.142
H 1.466 -0.240 3.623 0.125 -0.024 0.078
H -5.028 -5.592 -2.898 -0.074 -0.105 -0.005
O -3.076 1.575 -0.992 -1.193 -0.693 -0.397
C -4.187 4.337 -0.509 -0.950 0.448 0.426
H -2.128 -2.655 4.985 0.015 -0.021 0.134
H 5.394 -4.322 0.623 -0.058 -0.106 0.017
H -2.005 -2.889 -4.946 -0.005 -0.011 -0.167
C 6.504 3.445 0.227 0.080 0.097 0.123
C -0.744 -1.226 -2.300 0.842 0.812 0.856
H -3.303 -5.551 1.634 0.056 -0.052 -0.113
H -5.229 -4.614 4.664 -0.095 -0.090 0.063
C -3.204 -4.987 -4.770 0.040 0.056 0.247
H -1.757 -5.678 3.656 0.079 -0.069 -0.044
H -0.761 1.434 -5.349 0.048 0.046 -0.098
H 8.174 -2.269 -1.885 0.074 -0.019 -0.084
H -1.277 -6.007 -3.129 0.103 -0.057 -0.010
H -4.680 -5.951 2.656 -0.063 -0.071 0.042
N -2.854 4.514 -0.349 0.078 0.413 0.359
C -4.452 -4.705 -2.639 0.154 -0.035 -0.117
H 3.870 -2.368 0.532 -0.077 0.009 0.026
```
Forces are in eV/Å.

---

The following is a DFT calculation (ωB97M-V/def2-TZVPD) of a structure of composition C46H54FeN8S3.

Summary:
<S²>: 0.85
2S+1: 2
Net charge: +3

```
112
Properties=species:S:1:pos:R:3:forces:R:3
C 3.420 -0.952 -4.310 -0.070 -0.034 0.029
C 2.154 -4.092 2.055 -0.012 0.006 0.007
H -3.879 -0.115 1.973 0.018 -0.006 -0.014
H -7.128 -3.942 -0.137 -0.004 -0.001 0.003
C -2.309 -5.032 -1.665 0.005 0.020 -0.017
H 1.216 5.322 4.268 -0.003 -0.005 0.005
H 4.296 2.406 -4.732 -0.004 0.003 -0.016
H -1.196 -3.681 -0.645 0.000 -0.023 -0.014
N -5.000 -4.122 -0.309 -0.034 0.228 0.068
C 0.711 4.412 2.395 -0.041 0.002 0.016
C -4.856 -4.730 -1.646 0.004 -0.001 -0.026
H 2.027 -0.733 2.498 0.002 0.016 0.022
H -3.465 -4.136 2.521 0.030 0.005 0.041
C 4.381 5.168 1.892 0.009 -0.005 -0.024
H 5.425 1.394 -0.015 0.006 0.004 0.014
H -5.097 -0.939 0.268 0.013 0.007 0.012
C 3.566 2.336 -2.723 0.063 0.017 0.022
C -0.439 4.317 -2.368 0.008 -0.027 0.026
C 3.611 -0.979 -1.913 -0.065 -0.137 -0.017
H -5.994 -3.139 1.957 -0.009 0.010 0.008
H 0.711 8.004 0.964 0.003 0.004 0.002
H -2.510 -5.776 0.899 0.004 -0.005 -0.008
C 0.723 6.996 1.356 0.005 0.007 -0.012
C 4.714 4.595 3.115 0.006 0.006 -0.002
C 1.789 -1.763 0.629 -0.090 -0.073 -0.019
C 3.516 3.063 1.186 0.018 -0.041 -0.015
C -4.052 -1.732 3.372 -0.017 0.023 0.040
H 5.216 -1.457 -3.241 0.002 -0.001 0.002
C 3.848 2.469 2.395 -0.029 -0.002 0.005
C 1.991 -1.690 1.999 0.008 0.037 -0.018
N 1.577 2.964 -0.784 0.024 0.061 -0.052
H -3.431 4.784 -3.877 -0.003 0.003 -0.003
H -2.276 -2.719 4.077 -0.006 -0.019 -0.001
H -3.774 -6.422 -0.872 -0.014 -0.007 -0.006
H 1.584 -3.023 -1.110 -0.002 0.001 -0.024
H -0.755 -3.424 1.742 0.007 -0.006 0.005
C -3.162 3.818 -1.985 0.004 0.004 -0.002
H 2.324 -5.004 2.611 0.010 0.000 0.002
C 2.275 -0.592 -1.845 -0.089 -0.111 -0.090
C 1.507 -0.370 -2.981 0.000 -0.059 0.034
C -1.362 4.712 -3.322 -0.020 -0.007 -0.006
H -3.748 -6.270 -2.603 0.025 -0.016 0.008
H 0.473 -0.058 -2.892 -0.004 -0.001 -0.003
H -4.771 -2.499 3.674 0.008 -0.008 0.009
H -3.963 -1.071 4.236 -0.027 0.003 -0.001
N 2.447 0.771 0.539 0.059 0.105 0.185
C 1.013 6.773 2.698 0.001 -0.011 0.014
H -1.215 -4.755 2.812 0.016 -0.002 0.002
H 3.874 -1.100 -5.281 0.004 -0.009 -0.012
C 5.182 1.609 -1.049 0.014 0.096 -0.036
C 0.440 4.650 1.052 -0.007 -0.023 0.041
H 1.931 -5.101 0.173 -0.007 -0.005 -0.010
H 1.230 7.613 3.344 -0.002 0.004 0.002
C -3.681 -5.690 -1.682 0.024 -0.048 -0.021
H 1.510 -0.412 -5.125 -0.007 0.001 -0.009
H 4.187 -1.139 -1.009 -0.022 -0.019 -0.004
C 2.179 -2.868 2.709 -0.003 -0.001 0.009
C 2.091 -0.565 -4.226 0.025 -0.014 -0.015
H 5.192 5.198 3.876 -0.002 0.004 0.005
H -7.008 -1.884 1.253 -0.006 0.005 0.007
C 3.782 4.402 0.910 -0.006 0.006 -0.013
H -5.514 -0.385 2.576 0.003 0.023 -0.010
H 4.596 6.211 1.703 0.003 0.002 -0.004
H -1.025 5.214 -4.218 -0.002 0.005 -0.001
C 0.435 5.932 0.518 0.013 0.005 -0.035
C 4.181 -1.155 -3.159 -0.067 -0.054 0.000
H -0.790 -5.669 0.554 0.011 -0.007 0.001
H 2.363 -2.826 3.774 -0.004 0.006 0.004
C 1.006 5.486 3.220 -0.017 0.008 -0.005
H 2.569 2.671 -2.969 0.018 0.010 0.000
C -4.606 -0.888 2.230 -0.009 0.010 -0.013
H 4.725 2.817 4.316 0.001 -0.004 -0.001
H -6.305 -2.672 -1.040 -0.018 -0.007 -0.005
N -2.022 -4.241 -0.446 -0.086 0.102 0.117
H -2.234 -4.348 -2.513 -0.004 0.010 0.006
N -4.900 -1.635 0.984 0.049 -0.066 -0.071
C -1.691 -5.073 0.728 0.042 -0.057 -0.039
C 4.536 2.181 -3.702 0.021 0.031 0.038
C 1.729 -2.982 -0.038 0.051 0.060 -0.025
C 1.926 -4.148 0.686 -0.005 -0.011 0.000
H 0.688 3.403 2.790 0.003 0.000 0.004
C -1.525 -4.176 1.937 0.053 -0.015 -0.012
S 2.734 2.164 -0.109 0.043 0.000 0.002
S 1.479 -0.271 -0.303 0.015 -0.069 -0.091
N -1.949 -1.462 0.011 -0.349 0.186 0.000
C 3.912 2.045 -1.411 0.093 0.180 -0.045
H -1.999 -1.631 2.711 0.008 0.004 0.022
Fe -3.415 -2.838 0.212 0.288 -0.457 -0.033
H 0.195 6.106 -0.522 0.003 -0.010 -0.011
C -0.905 3.677 -1.226 0.004 0.020 -0.018
H 0.618 4.496 -2.508 -0.002 0.009 0.001
H -5.774 -5.256 -1.923 -0.006 -0.009 0.014
C 6.136 1.464 -2.040 0.008 0.058 -0.007
H -5.041 -4.886 0.364 -0.045 0.015 0.001
C -2.718 4.467 -3.128 0.019 -0.001 -0.009
C 4.452 3.256 3.366 -0.009 -0.018 0.002
C 5.812 1.752 -3.362 0.027 0.046 0.047
C -2.693 -2.366 3.127 0.028 0.045 0.020
C -6.231 -3.320 -0.163 -0.001 0.005 -0.073
H -1.542 -5.803 -1.793 0.014 0.011 -0.013
C -2.252 3.410 -1.022 0.004 0.006 0.024
S 0.180 3.194 0.081 -0.022 -0.027 0.044
H -4.217 3.626 -1.845 -0.005 0.003 0.005
N -2.789 -3.465 2.160 -0.146 -0.014 -0.099
H -4.709 -3.920 -2.365 -0.022 -0.009 -0.010
N -2.636 -1.410 -0.913 0.160 -0.058 0.077
H 6.565 1.648 -4.131 0.014 0.000 -0.011
C -6.109 -2.484 1.091 -0.009 0.066 0.073
H -2.583 2.898 -0.127 -0.007 0.009 0.003
H 3.643 1.424 2.568 -0.005 -0.022 0.007
H 3.518 4.833 -0.047 0.003 0.010 -0.005
H 7.134 1.138 -1.782 0.019 0.004 0.001
```
Forces are in eV/Å.

---

What did we get for electronic energy? Answer: -3766.63034, -4680.68330 Ha, in the order shown.
What did we get for max |F|? Answer: 0.039, 0.011 hartree/bohr, in the order shown.
What did we get for ΔE to the lowest compared entry with this formula, charge and spin? Answer: 38.0, 0.0 kJ/mol, in the order shown.